Entry 1:
Formula: C8H7CoN2O5
Source: the Open Molecules 2025 dataset
Level of theory: ωB97M-V/def2-TZVPD

Structure (XYZ):
```
23
Properties=species:S:1:pos:R:3:forces:R:3
O -3.3198 -0.4228 -3.3392 2.260 0.131 2.298
C -2.3164 -0.2052 -2.8196 -1.820 0.244 -2.925
Co 1.1138 0.0899 0.7359 0.258 -0.434 0.118
C 0.2483 0.1153 2.2636 -5.258 0.119 7.706
O -0.3722 0.1312 3.2424 2.748 -0.036 -3.950
C 2.8526 0.1428 1.0930 9.855 0.447 1.238
O 4.0031 0.1779 1.2384 -5.430 -0.208 -0.560
C 0.6779 1.5287 -0.1807 -3.023 7.180 -5.024
O 0.3324 2.4545 -0.7852 1.575 -3.788 2.579
C 0.7211 -1.4180 -0.1064 -2.984 -7.202 -4.617
O 0.4022 -2.3847 -0.6598 1.594 3.733 2.349
H -1.2669 -0.0973 -1.7304 -0.089 -0.436 0.091
C -4.7619 -1.3262 0.9310 -0.186 -0.851 -0.369
N -3.8971 -0.1985 1.2857 0.424 0.092 -0.442
C -4.4560 0.8902 2.0904 0.069 0.801 0.408
C -2.7056 -0.0956 0.7727 -0.259 -0.246 0.571
N -1.6482 0.0004 0.2629 0.086 0.454 0.532
H -5.7297 -1.1744 1.4154 0.291 -0.111 -0.154
H -4.3183 -2.2712 1.2740 -0.155 0.280 -0.016
H -4.9019 -1.3884 -0.1580 0.006 0.123 0.322
H -3.8783 1.0164 3.0164 -0.205 -0.111 -0.217
H -4.4289 1.8395 1.5362 -0.083 -0.315 0.102
H -5.4906 0.6336 2.3322 0.326 0.135 -0.041
```
Positions in Å, forces in eV/Å.

Computed properties:
Charge: +2
HOMO-LUMO gap (spin up / spin down), eV: 5.003 / 4.584
HOMO level (spin up / spin down), eV: -13.10 / -16.35
Spin multiplicity: 5

The net atomic charges from natural (NBO), expressed in e, are: number 1, O, carries -0.39; number 2, C, carries 0.54; number 3, Co, carries 0.73; number 4, C, carries 0.48; number 5, O, carries -0.30; number 6, C, carries 0.46; number 7, O, carries -0.24; number 8, C, carries 0.47; number 9, O, carries -0.28; number 10, C, carries 0.45; number 11, O, carries -0.28; number 12, H, carries 0.01; number 13, C, carries -0.41; number 14, N, carries -0.34; number 15, C, carries -0.41; number 16, C, carries 0.56; number 17, N, carries -0.51; number 18, H, carries 0.25; number 19, H, carries 0.24; number 20, H, carries 0.24; number 21, H, carries 0.24; number 22, H, carries 0.24; number 23, H, carries 0.25

***

Entry 2:
Formula: C5H9NO
Source: the Open Molecules 2025 dataset
Level of theory: ωB97M-V/def2-TZVPD

Structure (XYZ):
```
16
Properties=species:S:1:pos:R:3:forces:R:3
C 1.4189 0.7477 -0.0386 -0.002 -0.012 -0.005
C 0.1390 -0.0749 0.1078 0.150 -0.265 -0.005
C 0.3135 -1.2248 1.0946 0.051 -0.092 0.010
C -1.1320 0.8264 0.1688 -0.028 0.162 0.199
N -1.3638 0.4832 -1.2373 -0.166 -0.156 -0.150
C -0.4353 -0.5283 -1.2620 -0.061 -0.115 -0.084
O -0.2434 -1.4383 -2.0306 0.102 0.452 0.291
H 2.2672 0.1209 -0.3396 -0.215 0.090 0.015
H 1.6689 1.2138 0.9201 -0.007 -0.031 -0.091
H 1.2832 1.5404 -0.7829 0.070 -0.128 0.099
H 0.6404 -0.8892 2.0858 -0.111 0.094 -0.172
H 1.0996 -1.8800 0.7032 -0.118 0.040 0.061
H -0.5856 -1.8424 1.2174 0.099 0.256 -0.094
H -1.9012 0.4581 0.8555 0.056 -0.084 -0.125
H -0.9850 1.8958 0.3550 0.147 -0.173 -0.076
H -2.1844 0.5913 -1.8173 0.032 -0.038 0.127
```
Positions in Å, forces in eV/Å.

Computed properties:
Charge: 0
HOMO-LUMO gap, eV: 10.446
SMILES: CC1(C)CNC1=O
HOMO level, eV: -9.60

The net atomic charges from natural (NBO), expressed in e, are: number 1, C, carries -0.60; number 2, C, carries -0.14; number 3, C, carries -0.61; number 4, C, carries -0.20; number 5, N, carries -0.63; number 6, C, carries 0.69; number 7, O, carries -0.59; number 8, H, carries 0.22; number 9, H, carries 0.21; number 10, H, carries 0.22; number 11, H, carries 0.21; number 12, H, carries 0.23; number 13, H, carries 0.22; number 14, H, carries 0.19; number 15, H, carries 0.19; number 16, H, carries 0.40

***

Entry 3:
Formula: C36H66ClN12
Source: the Open Molecules 2025 dataset
Level of theory: ωB97M-V/def2-TZVPD

Structure (XYZ):
```
115
Properties=species:S:1:pos:R:3:forces:R:3
C -1.6788 -1.1295 -8.2001 -0.765 0.416 0.358
C -3.0623 -0.6143 -8.6538 0.586 -1.359 -1.487
N -3.5362 -1.6131 -9.6877 -0.225 2.349 -1.172
C -3.4046 -2.9461 -9.6949 0.125 -1.282 0.788
C -3.9622 -3.4565 -10.8157 -0.371 1.101 -0.779
N -4.4469 -2.3126 -11.5356 1.556 -2.097 0.541
C -4.0806 -1.2608 -10.8615 -0.596 1.244 1.470
C -4.8471 -2.3261 -12.9198 -0.554 1.773 -1.153
H -1.2625 -0.4180 -7.4960 0.164 -0.039 0.179
H -0.9427 -1.3193 -8.9926 -0.514 0.282 -0.023
H -1.8765 -2.0689 -7.6876 0.397 0.044 0.260
H -3.0717 0.3590 -9.1493 0.236 -0.162 0.044
H -3.8315 -0.6055 -7.8977 0.110 -0.004 0.567
H -2.8953 -3.3682 -8.8560 -0.052 -0.771 -0.049
H -3.9729 -4.4615 -11.2224 -0.225 0.321 0.119
H -4.2991 -0.2343 -11.0929 -0.019 0.051 -0.359
H -4.9012 -1.2736 -13.3405 0.142 -1.206 0.741
H -5.8206 -2.7564 -13.0425 -0.474 -0.357 0.070
H -4.1282 -2.8650 -13.5001 0.406 -0.371 -0.292
C 4.7773 9.3279 -1.1763 -0.962 0.650 0.987
C 6.1275 8.9226 -1.6269 0.809 -1.259 -0.129
N 6.0973 7.5096 -2.1058 -0.811 -0.284 -0.227
C 6.9141 6.9340 -3.0426 0.986 -0.095 -0.305
C 6.5785 5.6254 -3.0783 -0.429 -1.725 -0.252
N 5.5751 5.4062 -2.1389 -1.208 -0.877 -1.478
C 5.2522 6.5618 -1.6436 1.410 2.734 0.673
C 4.6212 4.2633 -2.0642 0.810 -0.482 0.318
H 4.1219 9.4501 -2.0427 0.009 0.036 0.124
H 4.8837 10.3063 -0.6778 -0.313 -0.414 -0.145
H 4.2787 8.6241 -0.4702 0.513 0.738 -0.292
H 6.9391 8.9086 -0.9072 -0.224 0.397 0.550
H 6.4504 9.5713 -2.4221 0.154 -0.025 -0.582
H 7.7385 7.4470 -3.5736 -0.912 -0.254 0.474
H 6.8137 4.7594 -3.6935 0.546 0.629 0.055
H 4.5592 6.8155 -0.8839 -0.630 -0.407 0.335
H 5.1899 3.3408 -1.9610 0.093 0.052 0.017
H 3.9726 4.1384 -2.9355 0.264 0.558 -0.009
H 4.0181 4.3675 -1.1620 0.057 0.158 -0.120
C 0.2460 -10.3966 2.4805 0.264 0.503 0.446
C 0.7815 -9.9174 1.1711 2.027 0.165 -0.968
N 1.8918 -8.9659 1.4437 -0.736 1.524 -0.379
C 1.8410 -7.6664 1.9055 -1.827 0.325 1.099
C 3.0855 -7.1902 2.1052 0.148 -1.179 -1.014
N 3.9217 -8.1949 1.6788 -0.808 -1.184 -1.144
C 3.1349 -9.2021 1.2180 3.222 -0.942 0.193
C 5.3780 -8.2605 1.6536 0.147 0.124 0.907
H -0.1850 -9.5658 3.0407 -0.153 -0.013 -0.067
H 1.0239 -10.8317 3.1366 -0.394 -0.059 -0.617
H -0.5256 -11.0822 2.2391 -0.744 -0.901 0.279
H 0.1393 -9.4083 0.4653 -0.724 0.073 0.329
H 1.2951 -10.6799 0.5407 -0.602 0.062 0.706
H 0.8879 -7.2330 2.1570 0.046 0.141 -0.070
H 3.4671 -6.2318 2.3085 0.151 0.840 0.630
H 3.5207 -10.1031 0.7355 -0.078 0.324 0.424
H 5.7497 -7.9787 2.6512 -0.061 -0.080 -0.451
H 5.8057 -7.6189 0.8989 0.006 0.189 -0.219
H 5.6483 -9.2926 1.4737 0.175 -0.080 -0.087
C -0.4742 -2.1959 13.1664 -0.371 -0.326 -0.613
C -0.3955 -3.2272 14.2577 0.597 0.045 1.541
N -0.4000 -4.6117 13.7775 -0.994 -0.731 -1.137
C 0.6261 -5.5079 13.9237 -0.078 -0.387 -0.087
C 0.3070 -6.6728 13.3120 -1.856 1.332 -0.503
N -0.9997 -6.4550 12.7829 2.016 -0.834 0.029
C -1.3689 -5.2236 13.0472 -0.332 0.560 1.152
C -1.7412 -7.3836 11.9085 -0.988 0.371 2.033
H -0.2807 -1.1625 13.5550 0.040 -1.069 -0.480
H -1.5320 -2.2438 12.8179 0.849 0.361 -0.304
H 0.2356 -2.5573 12.3809 -0.594 1.000 0.302
H -1.2449 -3.1119 14.9305 0.192 -0.059 0.256
H 0.5484 -3.1668 14.8373 -0.667 0.191 -0.200
H 1.4955 -5.2887 14.4929 0.484 0.307 0.208
H 0.8841 -7.5487 13.1498 0.056 -0.578 -0.007
H -2.4079 -4.9043 12.8798 0.890 0.311 -0.031
H -1.9172 -8.3118 12.5075 0.344 0.543 -0.957
H -1.1511 -7.4768 11.0154 -0.253 -0.437 -0.476
H -2.7285 -6.8852 11.7971 0.636 -0.624 -0.564
C -4.4151 6.6971 -4.9551 -0.530 -1.486 1.052
C -3.4877 6.2208 -3.8160 -0.470 0.346 0.859
N -4.2798 5.7092 -2.6332 0.538 -2.091 0.630
C -5.1501 6.4428 -1.8957 -1.432 -1.448 1.589
C -5.6086 5.6454 -0.8414 1.960 -0.116 -2.105
N -4.9177 4.4063 -0.9202 -0.958 1.967 -0.502
C -4.1581 4.4565 -2.0345 -1.139 1.868 0.093
C -5.1658 3.2764 0.0719 2.340 0.617 -1.802
H -5.0061 7.5478 -4.7071 -0.161 0.876 0.298
H -5.1543 5.9074 -5.1679 0.327 0.066 0.090
H -3.9024 6.8699 -5.8675 0.749 0.312 -0.651
H -2.8289 7.0312 -3.3688 -0.612 -1.033 -0.913
H -2.9259 5.3446 -4.1420 0.309 0.327 0.020
H -5.5682 7.3576 -2.2580 0.200 0.483 0.143
H -6.4135 5.8236 -0.1763 -0.224 0.081 0.705
H -3.7562 3.6185 -2.5467 0.844 -0.406 0.174
H -5.1418 3.6608 1.0784 -0.544 0.358 0.103
H -4.2312 2.6871 -0.0135 -0.767 -0.162 0.012
H -6.0501 2.7956 -0.2820 -0.569 -0.502 0.343
C 0.4695 5.9873 -0.5253 -0.072 0.436 -1.195
C 0.6267 4.9069 -1.5488 0.567 -0.754 0.911
N 1.1657 3.6024 -0.9991 -0.086 -1.951 0.799
C 1.4315 2.4721 -1.8045 -1.002 1.479 0.271
C 1.3582 1.3917 -1.0352 0.357 -1.658 0.674
N 1.1411 1.7224 0.2881 -0.352 2.086 -0.711
C 0.9387 3.0539 0.2475 0.725 2.164 0.480
C 0.9097 0.8963 1.5048 -0.832 0.180 -0.927
H -0.3514 5.8516 0.1373 -0.308 -0.416 0.903
H 0.1957 6.8455 -1.1341 -0.027 0.376 0.069
H 1.4182 6.2238 -0.0969 0.473 0.176 0.858
H 1.3113 5.3072 -2.2912 0.216 -0.592 -0.294
H -0.3396 4.6996 -1.9678 -0.369 -0.441 -0.344
H 1.4316 2.5312 -2.8651 0.232 0.064 -0.522
H 1.4322 0.3679 -1.2937 0.152 -0.630 -0.371
H 0.9460 3.7255 1.1389 -0.637 -0.962 -0.832
H 0.2032 1.4844 2.1037 0.643 -0.179 0.255
H 1.8477 0.5997 1.9472 0.185 0.372 0.400
H 0.3648 -0.0253 1.2737 0.111 0.289 -0.467
Cl -1.7898 3.0037 -0.1947 0.044 0.036 -0.071
```
Positions in Å, forces in eV/Å.

Computed properties:
Charge: +5
HOMO-LUMO gap, eV: 8.562
HOMO level, eV: -15.94

Atomic partial charges in e from the Mulliken method, atoms 1 to 99: number 1, C, carries -1.17; number 2, C, carries -0.29; number 3, N, carries 0.11; number 4, C, carries -0.09; number 5, C, carries -0.69; number 6, N, carries 0.12; number 7, C, carries 0.01; number 8, C, carries -0.85; number 9, H, carries 0.36; number 10, H, carries 0.34; number 11, H, carries 0.38; number 12, H, carries 0.35; number 13, H, carries 0.27; number 14, H, carries 0.36; number 15, H, carries 0.42; number 16, H, carries 0.34; number 17, H, carries 0.33; number 18, H, carries 0.33; number 19, H, carries 0.36; number 20, C, carries -1.24; number 21, C, carries -0.23; number 22, N, carries 0.16; number 23, C, carries -0.25; number 24, C, carries -0.49; number 25, N, carries 0.14; number 26, C, carries -0.02; number 27, C, carries -0.98; number 28, H, carries 0.35; number 29, H, carries 0.38; number 30, H, carries 0.37; number 31, H, carries 0.33; number 32, H, carries 0.35; number 33, H, carries 0.41; number 34, H, carries 0.44; number 35, H, carries 0.18; number 36, H, carries 0.38; number 37, H, carries 0.35; number 38, H, carries 0.35; number 39, C, carries -1.04; number 40, C, carries -0.53; number 41, N, carries 0.17; number 42, C, carries -0.37; number 43, C, carries -0.47; number 44, N, carries 0.08; number 45, C, carries 0.03; number 46, C, carries -0.82; number 47, H, carries 0.35; number 48, H, carries 0.33; number 49, H, carries 0.38; number 50, H, carries 0.38; number 51, H, carries 0.30; number 52, H, carries 0.41; number 53, H, carries 0.46; number 54, H, carries 0.33; number 55, H, carries 0.37; number 56, H, carries 0.33; number 57, H, carries 0.30; number 58, C, carries -0.98; number 59, C, carries -0.41; number 60, N, carries 0.10; number 61, C, carries -0.19; number 62, C, carries -0.56; number 63, N, carries 0.11; number 64, C, carries 0.02; number 65, C, carries -0.79; number 66, H, carries 0.35; number 67, H, carries 0.32; number 68, H, carries 0.30; number 69, H, carries 0.32; number 70, H, carries 0.29; number 71, H, carries 0.42; number 72, H, carries 0.45; number 73, H, carries 0.31; number 74, H, carries 0.35; number 75, H, carries 0.34; number 76, H, carries 0.27; number 77, C, carries -1.27; number 78, C, carries -0.29; number 79, N, carries 0.21; number 80, C, carries -0.24; number 81, C, carries -0.55; number 82, N, carries 0.17; number 83, C, carries -0.21; number 84, C, carries -0.76; number 85, H, carries 0.38; number 86, H, carries 0.36; number 87, H, carries 0.38; number 88, H, carries 0.27; number 89, H, carries 0.31; number 90, H, carries 0.38; number 91, H, carries 0.45; number 92, H, carries 0.46; number 93, H, carries 0.36; number 94, H, carries 0.25; number 95, H, carries 0.33; number 96, C, carries -1.52; number 97, C, carries -0.41; number 98, N, carries 0.70; number 99, C, carries -0.78

***

no.,E_tot (Eh)
1,-2176.5902
2,-325.9095
3,-2527.0431